1.
Formula: C32H84F8N8O20PS8
Source: the Open Molecules 2025 dataset
Level of theory: ωB97M-V with the def2-TZVPD basis set

Structure (ORCA input):
```
! wB97M-V def2-TZVPD RIJCOSX def2/J DEFGRID3
* xyz 0 2
C -6.400 3.109 0.005
C -5.042 3.654 -0.412
C -4.529 4.938 0.385
O -3.278 5.248 -0.259
C -2.728 6.496 0.251
N -3.999 2.527 -0.467
H -3.100 2.940 -0.667
H -4.031 2.195 0.486
H -4.228 1.847 -1.178
H -6.854 2.484 -0.765
H -7.084 3.903 0.306
H -6.297 2.618 0.972
H -4.971 4.044 -1.427
H -4.392 4.799 1.458
H -5.292 5.695 0.205
H -3.087 7.465 -0.096
H -1.640 6.440 0.237
H -2.839 6.394 1.331
C -4.024 -2.784 -3.305
C -4.666 -2.811 -1.957
C -4.609 -4.175 -1.254
O -5.669 -5.028 -1.773
C -5.652 -6.382 -1.363
N -4.175 -1.682 -1.105
H -4.520 -0.786 -1.419
H -4.448 -1.690 -0.133
H -3.170 -1.770 -1.059
H -4.450 -3.614 -3.868
H -2.952 -2.938 -3.182
H -4.131 -1.857 -3.869
H -5.710 -2.548 -2.126
H -4.630 -4.181 -0.164
H -3.679 -4.718 -1.423
H -5.925 -6.325 -0.309
H -4.668 -6.852 -1.372
H -6.383 -7.037 -1.836
C -2.523 -0.684 4.736
C -1.777 -0.949 3.368
C -1.349 -2.434 3.141
O -0.339 -2.860 4.047
C 0.254 -4.116 3.617
N -2.671 -0.506 2.199
H -3.573 -0.957 2.157
H -2.956 0.463 2.214
H -2.238 -0.782 1.329
H -3.381 -1.346 4.848
H -2.904 0.318 4.937
H -1.939 -1.064 5.574
H -0.909 -0.305 3.227
H -0.925 -2.494 2.139
H -2.212 -3.098 3.201
H 0.402 -4.181 2.539
H -0.481 -4.880 3.870
H 1.216 -4.248 4.114
C -0.659 -2.416 -6.744
C 0.438 -1.234 -6.795
C 0.591 -0.561 -5.436
O 1.401 0.566 -5.644
C 1.532 1.413 -4.470
N 1.826 -1.871 -7.159
H 1.768 -2.411 -8.010
H 2.524 -1.144 -7.227
H 2.110 -2.460 -6.389
H -0.252 -3.314 -6.279
H -0.864 -2.802 -7.743
H -1.680 -2.193 -6.433
H 0.310 -0.464 -7.556
H 0.991 -1.220 -4.665
H -0.392 -0.240 -5.093
H 0.560 1.804 -4.170
H 2.173 2.268 -4.683
H 2.001 0.848 -3.664
C 3.375 4.540 -0.697
C 2.279 3.939 0.065
C 2.605 2.519 0.498
C 3.879 2.527 1.421
P 4.037 1.002 2.369
C 2.501 0.826 3.379
C 2.582 -0.071 4.640
C 2.891 0.579 5.971
C 1.892 1.610 6.571
C 5.595 1.234 3.373
C 6.895 1.280 2.507
C 8.200 1.502 3.337
C 9.486 1.998 2.622
C 4.082 -0.405 1.205
C 3.697 -1.716 1.865
C 4.343 -2.844 1.098
C 4.064 -2.928 -0.457
H 4.179 4.755 0.007
H 2.976 5.417 -1.208
H 3.700 3.955 -1.558
H 1.446 3.948 -0.639
H 1.992 4.569 0.907
H 2.715 1.826 -0.336
H 1.754 2.161 1.077
H 3.817 3.382 2.094
H 4.806 2.737 0.888
H 1.724 0.447 2.715
H 2.189 1.857 3.542
H 3.220 -0.950 4.550
H 1.583 -0.463 4.833
H 3.907 0.973 5.945
H 2.867 -0.171 6.761
H 2.150 2.006 7.553
H 0.868 1.235 6.578
H 1.880 2.433 5.856
H 5.684 0.516 4.189
H 5.348 2.245 3.695
H 6.866 2.109 1.800
H 6.935 0.348 1.943
H 8.394 0.525 3.781
H 7.891 2.166 4.144
H 10.246 2.363 3.313
H 9.246 2.960 2.169
H 9.823 1.203 1.957
H 5.076 -0.537 0.777
H 3.319 -0.250 0.442
H 2.615 -1.797 1.972
H 4.143 -1.839 2.852
H 3.861 -3.731 1.510
H 5.390 -2.913 1.392
H 4.744 -2.274 -1.002
H 3.101 -2.439 -0.601
H 4.163 -3.946 -0.836
N -1.350 -1.350 -0.292
S -0.216 -0.171 -0.634
O 0.040 0.155 -2.019
O 0.857 -0.025 0.271
F -1.202 1.038 -0.154
S -0.445 -2.530 -0.744
O 0.658 -2.911 0.153
O -0.311 -2.542 -2.174
F -1.542 -3.732 -0.484
N -4.440 0.775 -2.652
S -3.709 1.284 -3.811
O -4.190 2.597 -4.322
O -3.245 0.283 -4.716
F -2.354 1.590 -2.969
S -6.033 0.810 -3.349
O -6.272 0.022 -4.538
O -6.755 2.046 -3.032
F -6.742 -0.141 -2.251
N 2.959 -3.519 -5.035
S 3.754 -2.748 -4.029
O 4.923 -3.462 -3.599
O 3.109 -1.777 -3.171
F 4.424 -1.753 -5.119
S 2.381 -4.650 -3.901
O 1.904 -4.281 -2.561
O 2.906 -6.001 -4.104
F 0.895 -4.760 -4.649
N -3.555 2.014 2.567
S -4.361 2.561 3.696
O -5.424 3.461 3.365
O -3.748 2.808 4.958
F -5.117 1.202 4.018
S -2.261 3.092 2.792
O -1.108 2.514 3.423
O -2.505 4.512 3.028
F -1.777 3.104 1.263
*
```

⟨S²⟩: 0.751
Gap between HOMO and LUMO (spin up / spin down), Ha: 0.12573 / 0.35878


2.
Formula: C2H5N4
Source: the Open Molecules 2025 dataset
Level of theory: ωB97M-V with the def2-TZVPD basis set

Structure (ORCA input):
```
! wB97M-V def2-TZVPD RIJCOSX def2/J DEFGRID3
* xyz 1 1
N 0.166 3.575 0.451
C -0.123 2.554 0.035
N -0.367 1.341 -0.416
C 0.342 0.350 0.255
N 0.299 -1.001 0.208
N -0.043 -2.444 -0.279
H -0.916 1.174 -1.310
H 0.924 0.876 1.064
H 0.990 -1.274 0.946
H -0.424 -2.423 -1.277
H -0.848 -2.728 0.324
*
```

ΔE to the lowest compared entry with this formula, charge and spin, kJ/mol: 289.03
Gap between HOMO and LUMO, Ha: 0.38016


3.
Formula: C9H26ClINOP2W
Source: the Open Molecules 2025 dataset
Level of theory: ωB97M-V with the def2-TZVPD basis set

Structure (ORCA input):
```
! wB97M-V def2-TZVPD RIJCOSX def2/J DEFGRID3
* xyz 3 3
C 1.040 1.430 0.864
I -0.897 -1.105 -2.069
H 1.651 2.336 0.690
H 1.657 0.674 1.333
H 0.241 1.683 1.548
W 0.430 0.978 -1.002
P 2.247 -0.698 -0.981
C 2.344 -2.286 -0.077
C 2.480 -1.181 -2.735
H 3.535 -1.465 -2.839
H 4.626 -0.474 -0.943
H 2.237 -0.352 -3.412
H 3.836 1.137 -1.051
H 1.504 -2.930 -0.347
H 1.838 -2.043 -2.956
C 3.806 0.154 -0.571
H 3.288 -2.786 -0.333
H 3.888 0.261 0.518
H 2.321 -2.102 1.002
P -1.784 1.703 -0.293
C -3.015 0.960 0.838
C -1.616 3.406 0.332
H -2.036 2.201 -2.685
H -3.436 2.721 -1.677
H -3.228 0.988 -2.106
C -2.706 1.921 -1.862
H -0.870 3.956 -0.249
H -2.599 3.883 0.232
H -3.909 1.599 0.852
H -2.612 0.919 1.858
H -1.328 3.377 1.390
H -3.279 -0.048 0.511
Cl 0.932 2.315 -2.736
C -0.747 -2.528 3.101
C -1.013 -1.915 1.768
N -2.086 -2.291 1.031
O -0.198 -1.063 1.374
H -1.441 -3.330 3.374
H -0.745 -1.756 3.888
H 0.276 -2.937 3.063
H -1.985 -2.254 0.013
H -2.647 -3.062 1.346
*
```

⟨S²⟩: 2.024
ΔE to the lowest compared entry with this formula, charge and spin, kJ/mol: 0.00
Gap between HOMO and LUMO (spin up / spin down), Ha: 0.27159 / 0.17573


4.
Formula: CN2O2S2
Source: the Open Molecules 2025 dataset
Level of theory: ωB97M-V with the def2-TZVPD basis set

Structure (ORCA input):
```
! wB97M-V def2-TZVPD RIJCOSX def2/J DEFGRID3
* xyz 0 1
C 2.429 0.153 -0.009
N 2.896 -0.183 -1.003
N -1.802 -0.395 -0.148
O -0.905 -1.168 -0.050
O -3.027 -0.576 -0.213
S 1.844 0.778 1.389
S -1.436 1.389 0.034
*
```

ΔE to the lowest compared entry with this formula, charge and spin, kJ/mol: 398.12
Gap between HOMO and LUMO (spin up / spin down), Ha: 0.17192 / 0.17424